(1)
10 unconnected molecules or ions with the total composition C40H95N5O20S5 in a non-equilibrium geometry, computed with ωB97M-V with the def2-TZVPD basis set.

```
165
Properties=species:S:1:pos:R:3
O 21.16007 26.88694 -1.71752
S 20.87967 26.43631 -0.38061
O 19.83185 25.38807 -0.23026
O 22.28418 25.95595 0.40651
C 22.33415 26.34800 1.77606
C 21.11072 27.27004 2.00080
O 20.74737 27.70204 0.70421
H 22.39942 25.42294 2.34886
H 23.22816 26.96728 1.84911
H 21.44463 28.10243 2.62024
H 20.39269 26.73158 2.61934
O 26.61847 31.78004 1.56559
S 27.40047 31.75675 0.38584
O 27.86398 33.05439 -0.11199
O 28.66428 30.64983 0.56062
C 29.06850 30.20912 -0.76349
C 27.75362 30.01534 -1.47751
O 26.73780 30.83450 -0.84358
H 29.74916 30.84701 -1.32732
H 29.65880 29.31003 -0.58665
H 27.51799 28.95738 -1.36220
H 27.75622 30.17272 -2.55608
O 16.77301 20.59365 6.02869
S 16.95571 21.01292 4.64615
O 16.21116 22.22664 4.25280
O 18.55173 21.01662 4.21657
C 18.95232 19.81424 3.60799
C 17.72310 18.92203 3.24075
O 16.58210 19.73736 3.64906
H 19.45059 20.12334 2.68914
H 19.71056 19.25175 4.15276
H 17.76181 17.96106 3.75371
H 17.51877 18.86306 2.17170
O 18.62279 37.68203 -3.07953
S 18.35013 36.24066 -2.85047
O 17.03967 35.93190 -2.19493
O 18.59371 35.13414 -4.10861
C 18.99178 33.86074 -3.61018
C 19.70210 34.18355 -2.26161
O 19.66644 35.53830 -2.06356
H 18.18318 33.15289 -3.42796
H 19.68868 33.34713 -4.27247
H 20.75604 33.90764 -2.22723
H 19.23976 33.61554 -1.45433
O 24.98393 22.37111 9.08191
S 23.96895 22.13901 8.02326
O 24.41245 22.07786 6.62340
O 22.92093 20.98570 8.36976
C 21.95052 21.47737 9.27789
C 21.81409 23.00762 8.94751
O 22.83723 23.27933 8.06151
H 21.05841 20.86531 9.14512
H 22.45633 21.38965 10.23943
H 21.96600 23.70131 9.77444
H 20.83071 23.20480 8.52068
C 10.28817 27.71912 -1.89708
C 10.39906 29.23574 -1.88858
N 11.80917 29.59673 -1.47493
C 12.07074 29.32804 -0.02688
C 13.48594 29.44736 0.29979
C 11.95062 31.01830 -1.74609
C 12.13284 31.41659 -3.16987
H 10.26629 27.20303 -0.93725
H 11.06315 27.33174 -2.55849
H 9.32078 27.35034 -2.23802
H 10.19662 29.52246 -2.92053
H 9.71272 29.75115 -1.21673
H 11.36607 29.96222 0.51102
H 11.68673 28.33906 0.22321
H 13.49444 29.42199 1.38948
H 14.11354 28.60048 0.02232
H 13.93076 30.39491 -0.00415
H 12.84117 31.38765 -1.23757
H 11.15552 31.65428 -1.35692
H 12.03561 32.49729 -3.27353
H 11.33980 30.95793 -3.76048
H 13.02056 30.92260 -3.56487
C 30.77178 27.60905 8.56319
C 30.65745 28.89870 9.28245
N 30.00818 29.90589 8.39585
C 30.02430 31.23645 9.05062
C 29.50503 32.36996 8.12376
C 28.78539 29.51163 7.64900
C 27.56471 29.20622 8.51629
H 29.84898 27.07755 8.33066
H 31.36901 26.90577 9.14354
H 31.41874 27.61077 7.68596
H 30.14140 28.75423 10.23162
H 31.67416 29.28592 9.34925
H 29.38153 31.12045 9.92325
H 31.01348 31.45767 9.45147
H 29.63816 33.35835 8.56361
H 30.22289 32.32551 7.30473
H 28.50012 32.19613 7.73905
H 28.94102 28.65649 6.99127
H 28.45436 30.31978 6.99675
H 27.30872 29.91913 9.30008
H 27.75705 28.26961 9.03962
H 26.66895 29.00961 7.92719
C 15.35999 27.89447 -9.56968
C 14.71881 27.11604 -10.67562
N 13.60628 27.97337 -11.04059
C 12.45676 27.89546 -10.09513
C 11.96113 26.52634 -9.68128
C 13.11167 27.67042 -12.33085
C 14.19583 27.95669 -13.33909
H 15.84673 28.78016 -9.97802
H 16.13984 27.38864 -9.00041
H 14.70581 28.18923 -8.74915
H 15.51818 27.08038 -11.41578
H 14.47748 26.08306 -10.42500
H 12.66799 28.32669 -9.11660
H 11.65932 28.54093 -10.46329
H 12.72955 25.85544 -9.29719
H 11.19336 26.69305 -8.92575
H 11.44256 26.02416 -10.49798
H 12.17575 28.16901 -12.58299
H 12.84130 26.61532 -12.37270
H 14.71003 27.06576 -13.69955
H 14.91998 28.70891 -13.02625
H 13.65770 28.32466 -14.21266
C 27.65994 21.69324 -3.96698
C 26.29395 21.77941 -3.15167
N 25.84787 20.38583 -2.72365
C 24.88254 19.68350 -3.62383
C 23.48437 20.39785 -3.78869
C 25.38044 20.34425 -1.33839
C 25.40079 18.97151 -0.78682
H 27.59396 21.28759 -4.97654
H 28.28826 21.04868 -3.35228
H 28.17836 22.65194 -3.98214
H 26.39088 22.45975 -2.30560
H 25.59061 22.16591 -3.88926
H 24.78114 18.63766 -3.33394
H 25.32256 19.69444 -4.62101
H 23.56341 21.45929 -4.02365
H 22.93915 20.33985 -2.84664
H 22.75523 20.06047 -4.52533
H 25.95204 20.99068 -0.67243
H 24.36605 20.72904 -1.44349
H 24.84378 18.22791 -1.35682
H 26.43929 18.64752 -0.71857
H 24.91928 18.89537 0.18809
C 15.30648 19.80987 -5.30007
C 14.62284 19.16507 -6.60517
N 13.92542 17.88161 -6.41271
C 14.65300 16.86125 -5.60890
C 16.09022 16.60148 -6.06841
C 12.67737 18.18370 -5.76680
C 11.65955 16.99374 -5.84196
H 14.53343 20.20023 -4.63816
H 16.00529 20.60255 -5.56731
H 15.96664 19.23054 -4.65458
H 13.94273 19.88304 -7.06350
H 15.40632 18.94196 -7.32938
H 14.69963 17.22681 -4.58309
H 14.02920 15.97639 -5.48241
H 16.62372 17.50261 -6.37082
H 16.51697 16.28096 -5.11801
H 16.15558 15.76019 -6.75837
H 12.22697 19.13233 -6.05893
H 12.90937 18.46327 -4.73912
H 11.65268 16.45753 -6.79093
H 10.61926 17.26732 -5.66574
H 11.89051 16.24050 -5.08871
```

Calculated values
LUMO energy ... -0.09 eV
Maximum force ... 4.45 eV/A
SMILES ... O=S1(=O)OCCO1.O=S1(=O)OCCO1.O=S1(=O)OCCO1.O=S1(=O)OCCO1.O=S1(=O)OCCO1.CCN(CC)CC.CCN(CC)CC.CCN(CC)CC.CCN(CC)CC.CCN(CC)CC

Löwdin atomic charge list, values in e, 5 entries: O -0.229; S 0.763; O -0.267; O -0.227; C -0.167

=====

(2)
7 unconnected molecules or ions with the total composition C40H96B2F8N5O3 in a non-equilibrium geometry, computed with ωB97M-V with the def2-TZVPD basis set.

```
154
Properties=species:S:1:pos:R:3
C 1.98283 -4.77841 6.21983
C 1.16873 -4.08712 5.18685
N 2.01690 -3.21978 4.13741
C 2.83812 -2.17960 4.93030
C 3.14119 -4.03710 3.38727
C 2.48378 -5.28227 2.64738
C 1.16311 -2.48885 3.03618
C 0.50773 -1.18802 3.43811
O -0.43530 -1.57840 4.51716
C -1.05152 -0.38038 5.01462
H 1.26430 -5.39852 6.75582
H 2.44519 -4.12324 6.95811
H 2.78593 -5.41537 5.84916
H 0.59339 -3.26989 5.62184
H 0.55047 -4.77300 4.60768
H 3.07130 -1.44472 4.15980
H 3.77374 -2.54900 5.35014
H 2.24954 -1.62951 5.66453
H 3.88225 -4.39200 4.10349
H 3.61158 -3.32802 2.70608
H 3.35225 -5.74331 2.17694
H 1.77848 -4.99812 1.86642
H 2.08150 -6.01181 3.35026
H 0.37137 -3.19938 2.79874
H 1.74316 -2.23838 2.14798
H -0.15277 -0.88144 2.62704
H 1.24283 -0.43184 3.71365
H -1.42690 0.28295 4.23539
H -0.31910 0.21243 5.56256
H -1.97026 -0.55552 5.57440
C -1.21693 -4.30089 -1.28159
C -2.41297 -3.33360 -1.46534
N -3.41621 -3.19723 -0.30191
C -2.71171 -2.45023 0.88727
C -4.64548 -2.34186 -0.83635
C -4.33191 -1.12238 -1.71637
C -3.88155 -4.64834 0.20444
C -5.17794 -4.61935 1.03374
O -5.12599 -3.49580 1.95703
C -6.26690 -3.43892 2.77139
H -1.63238 -5.30648 -1.21621
H -0.74503 -4.03614 -0.33537
H -0.60728 -4.22095 -2.18161
H -2.92749 -3.62431 -2.38124
H -2.07252 -2.30096 -1.54190
H -3.30483 -2.45685 1.80174
H -2.56107 -1.39449 0.66186
H -1.76276 -2.94150 1.10235
H -5.18546 -2.14447 0.08969
H -5.19407 -3.10744 -1.38502
H -3.52214 -0.45391 -1.42392
H -5.18261 -0.44183 -1.75155
H -3.95966 -1.36635 -2.71137
H -3.01503 -4.94147 0.79716
H -3.98497 -5.30701 -0.65787
H -5.27787 -5.57169 1.55448
H -6.03877 -4.53289 0.37072
H -6.24378 -2.70751 3.57924
H -6.58215 -4.42617 3.10913
H -7.13063 -3.02095 2.25431
C 1.76073 2.28567 1.86552
C 1.67881 3.43504 2.88840
N 0.36594 4.38636 2.76604
C -0.89434 3.49825 2.76048
C 0.41787 5.43013 3.93274
C 0.38926 4.87868 5.39106
C 0.40963 5.15154 1.47202
C 1.75395 5.86508 1.05523
O 2.59807 4.89640 0.27371
C 2.35456 4.72913 -1.12937
H 1.10685 1.45151 2.11998
H 2.78833 1.92569 1.91600
H 1.69126 2.50337 0.79975
H 2.54234 4.09983 2.86664
H 1.61882 3.00045 3.88621
H -1.01172 2.82648 1.91016
H -1.77210 4.12194 2.92965
H -0.79396 2.91723 3.67723
H -0.40581 6.11127 3.71897
H 1.34841 5.99449 3.87202
H 0.57215 5.61307 6.17548
H 1.19394 4.15832 5.53826
H -0.51644 4.38675 5.74578
H -0.43902 5.83546 1.45990
H 0.06202 4.39116 0.77268
H 2.25277 6.31611 1.91306
H 1.43974 6.67931 0.40224
H 1.38830 4.24928 -1.28489
H 3.10431 4.08564 -1.58967
H 2.51371 5.74006 -1.50462
C 4.63908 -0.79509 -6.68148
C 3.87749 -1.19602 -5.37448
C 4.55642 -2.06392 -4.32225
N 3.72359 -2.15062 -2.93399
C 2.35622 -2.84109 -3.15972
C 3.48931 -0.74851 -2.25682
C 3.40383 -1.13064 -0.75581
C 4.50900 -2.13273 -0.63403
C 4.54396 -2.90564 -1.91534
H 4.18192 -0.03146 -7.31075
H 4.76748 -1.70434 -7.26873
H 5.61448 -0.42054 -6.37101
H 2.94075 -1.66332 -5.67823
H 3.69850 -0.30277 -4.77600
H 5.53431 -1.64725 -4.08096
H 4.68236 -3.10931 -4.60404
H 2.55652 -3.89680 -3.34265
H 1.86975 -2.49501 -4.07167
H 1.74233 -2.67542 -2.27440
H 2.64266 -0.17896 -2.64011
H 4.38793 -0.16481 -2.45653
H 2.45989 -1.60653 -0.49005
H 3.40330 -0.30082 -0.04907
H 4.25423 -2.80098 0.18854
H 5.48909 -1.66705 -0.53078
H 4.06103 -3.87848 -1.82340
H 5.54890 -2.98748 -2.32946
C -0.77455 7.07737 -2.39504
C -0.71489 5.63782 -2.94005
C -1.61514 4.55241 -2.18559
N -1.63068 3.15765 -2.87969
C -0.23234 2.54040 -2.62093
C -2.01060 3.21316 -4.31896
C -3.45585 3.65617 -4.23249
C -4.02166 2.90267 -2.95161
C -2.77217 2.28669 -2.30068
H -0.04440 7.27862 -1.61116
H -1.79417 7.33632 -2.10972
H -0.30711 7.77262 -3.09236
H 0.34284 5.38401 -3.01018
H -1.16046 5.71474 -3.93183
H -2.62597 4.93156 -2.03531
H -1.22799 4.27260 -1.20583
H -0.01624 2.46157 -1.55548
H 0.49260 3.23839 -3.03975
H -0.14571 1.51547 -2.98162
H -1.94152 2.21737 -4.75684
H -1.33318 3.83487 -4.90434
H -4.05684 3.40517 -5.10653
H -3.47850 4.73973 -4.34859
H -4.61260 2.01724 -3.18595
H -4.63629 3.52964 -2.30567
H -2.54020 1.28701 -2.66797
H -2.99950 2.23119 -1.23610
B -0.07863 -0.12716 -0.40353
F -0.95121 -0.26782 -1.45989
F 1.05679 0.43589 -0.86318
F -0.61486 0.67769 0.50914
F 0.17754 -1.35994 0.16241
B -2.66187 -0.92095 -5.20845
F -1.87157 -1.19338 -6.29344
F -3.31297 -2.05533 -4.83398
F -1.90676 -0.53698 -4.13874
F -3.60176 0.04706 -5.54956
```

Calculated values
⟨S²⟩ ... 0.7564
LUMO energy (spin up / spin down) ... -7.36 / -15.58 eV
Spin multiplicity ... 2
Maximum force ... 3.59 eV/A
Total charge ... +4

Löwdin atomic charge list, values in e, 5 entries: C -0.059; C -0.131; N -0.197; C 0.013; C -0.122

=====

(3)
10 unconnected molecules or ions with the total composition C40H97N3O7 in a non-equilibrium geometry, computed with ωB97M-V with the def2-TZVPD basis set.

```
147
Properties=species:S:1:pos:R:3
C 14.67949 19.41279 17.04154
C 15.98134 18.65913 17.09521
N 16.95342 19.10829 17.97051
O 16.13949 17.65751 16.38770
H 14.08820 19.15745 17.91921
H 14.15808 19.11344 16.14103
H 14.87171 20.48713 17.00577
H 16.75291 19.93467 18.50303
H 17.81073 18.60428 18.09607
C 13.50296 16.54341 14.38080
C 12.86080 17.58456 13.54291
N 12.85308 17.42845 12.19726
O 12.33200 18.53377 14.04926
H 14.15694 15.83460 13.87312
H 12.67098 15.99725 14.84271
H 14.06977 16.92427 15.22896
H 13.47315 16.77818 11.74913
H 12.61468 18.22045 11.62755
C 19.79254 17.83736 19.10325
C 21.14884 18.14562 19.75224
N 21.11402 19.01839 20.82443
O 22.16896 17.58869 19.35393
H 18.89725 18.04453 19.69161
H 19.77053 16.86381 18.63686
H 19.79064 18.59738 18.29831
H 20.30518 19.58400 20.96676
H 21.92337 19.10811 21.41008
C 20.95376 14.64550 11.61195
C 21.38323 15.45420 12.86867
C 22.42859 14.79918 13.73446
C 22.84414 15.61900 14.93008
C 23.81917 14.84146 15.84559
C 23.83754 15.40353 17.25567
H 20.82634 15.27459 10.73096
H 19.98812 14.18040 11.79977
H 21.73714 13.92679 11.37059
H 21.65381 16.46972 12.55795
H 20.46136 15.59621 13.44722
H 23.30869 14.48559 13.14941
H 22.05113 13.82853 14.08157
H 23.29828 16.56577 14.63249
H 21.98727 15.79606 15.58706
H 23.53521 13.78298 15.86188
H 24.81698 14.88827 15.39376
H 22.88165 15.31441 17.76601
H 24.71686 14.99898 17.75691
H 24.00634 16.48971 17.26386
C 22.26964 11.19326 12.95424
C 21.53364 11.12931 14.28966
C 21.35917 9.72778 14.86753
C 21.06198 9.76493 16.37182
C 20.63214 8.42111 16.90524
C 20.19904 8.48010 18.37467
H 23.31359 10.89534 13.05433
H 22.10834 12.19035 12.57055
H 21.85402 10.44183 12.27103
H 22.10280 11.73735 15.01217
H 20.57194 11.64369 14.22019
H 22.30077 9.19519 14.70078
H 20.51214 9.27987 14.34100
H 21.93884 10.12290 16.92164
H 20.25514 10.48617 16.55681
H 19.75886 8.04096 16.36764
H 21.45166 7.70663 16.78900
H 19.83756 7.48825 18.65042
H 20.98523 8.78821 19.06368
H 19.38242 9.20070 18.47300
C 22.67864 12.23239 19.68937
C 21.19772 12.13902 19.27506
C 20.28722 13.27297 19.71691
C 18.83514 12.91331 19.68365
C 18.01910 13.92173 20.44869
C 16.48560 13.67374 20.35906
H 22.66658 12.62388 20.70800
H 23.20306 12.91544 19.02861
H 23.13484 11.24999 19.68473
H 20.99602 11.87637 18.22924
H 20.89188 11.24326 19.84615
H 20.45870 14.20549 19.15983
H 20.62044 13.55937 20.72774
H 18.43299 12.73775 18.68408
H 18.74278 11.94058 20.18784
H 18.18244 13.79382 21.52496
H 18.19463 14.94524 20.11276
H 16.19117 12.70800 20.77157
H 15.96900 14.45065 20.92763
H 16.13605 13.74680 19.32263
C 18.70406 14.57340 16.43671
C 17.22567 14.33937 16.51251
C 16.58990 14.10519 15.13568
C 15.30179 13.30679 15.22328
C 15.58519 11.81841 15.35591
C 14.29285 11.04045 15.50507
H 19.24397 13.86706 15.78913
H 19.20699 14.41350 17.39458
H 18.99221 15.55005 16.03784
H 17.11513 13.44243 17.14333
H 16.70805 15.10158 17.10037
H 17.37842 13.60276 14.57610
H 16.41847 15.09192 14.69440
H 14.69396 13.60064 16.08489
H 14.69035 13.44202 14.32446
H 16.09709 11.45223 14.46091
H 16.19563 11.59942 16.23118
H 13.62290 10.95031 14.64358
H 14.45116 9.97931 15.75541
H 13.71980 11.44820 16.34467
C 11.17739 12.69247 17.64441
C 10.46499 12.45631 16.31140
C 11.01904 13.29628 15.18828
C 10.32025 13.04609 13.85123
C 10.78246 13.90191 12.69641
C 10.14406 15.27959 12.66966
H 12.17450 12.24185 17.64068
H 10.67571 12.20277 18.48615
H 11.26315 13.74843 17.91639
H 10.64600 11.38843 16.11516
H 9.38787 12.57553 16.45177
H 12.10340 13.14138 15.10015
H 10.92729 14.35957 15.46756
H 10.50936 11.99372 13.59881
H 9.24185 13.10003 14.05305
H 11.87550 13.99703 12.73080
H 10.58236 13.35283 11.77254
H 10.29725 15.84427 13.59201
H 10.53845 15.90988 11.87068
H 9.07096 15.18297 12.47829
O 11.21621 9.91658 12.24276
C 11.05467 8.98257 13.24178
C 11.07072 7.56318 12.73166
O 10.08960 7.36801 11.74487
H 10.40242 9.92474 11.72209
H 11.90437 9.03673 13.92822
H 10.16318 9.18059 13.84355
H 10.98010 6.91406 13.61775
H 12.07396 7.34764 12.33869
H 10.44005 6.81884 11.04283
O 15.50195 9.87792 9.70626
C 15.66993 10.73542 10.80133
C 14.54111 10.71654 11.79009
O 13.42088 11.39511 11.25849
H 14.79456 10.23357 9.15381
H 16.59029 10.43573 11.31063
H 15.83830 11.79836 10.56147
H 14.91625 11.28180 12.65528
H 14.26892 9.69105 12.05765
H 12.62818 10.87511 11.48172
```

Calculated values
LUMO energy ... 0.39 eV
Maximum force ... 2.13 eV/A
SMILES ... CC(N)=O.CC(N)=O.CC(N)=O.CCCCCC.CCCCCC.CCCCCC.CCCCCC.CCCCCC.OCCO.OCCO

Löwdin atomic charge list, values in e, 5 entries: C -0.001; C -0.544; N 0.161; O 0.014; H 0.091

=====

Q: Among the records above, which one has the lowest maximum force?
A: C40H97N3O7